[1]
{"formula": "C35H24F5N5PtS2", "method": "ωB97M-V with the def2-TZVPD basis set", "homo_ev": -6.36, "e_above_lowest_kcal_mol": 2.9, "spin_multiplicity": 1, "lumo_energy_ev": -1.30, "charge": 0, "homo_lumo_gap_ev": 5.065, "elements": ["Pt", "C", "C", "C", "C", "C", "C", "N", "C", "C", "C", "C", "C", "C", "N", "N", "C", "C", "C", "C", "C", "N", "H", "H", "H", "H", "H", "H", "H", "H", "H", "H", "H", "H", "H", "N", "S", "C", "C", "C", "C", "C", "C", "C", "C", "C", "C", "C", "C", "H", "H", "H", "H", "H", "H", "H", "H", "H", "H", "H", "F", "C", "C", "F", "C", "F", "C", "S", "C", "F", "C", "F"], "positions_angstrom": [[1.01, -0.95, 0.96], [-2.80, 2.53, 3.18], [-2.79, 1.99, 1.90], [-2.05, 0.85, 1.62], [-1.30, 0.24, 2.63], [-1.31, 0.78, 3.91], [-2.06, 1.91, 4.18], [-0.50, -0.89, 2.30], [-0.78, -2.10, 2.77], [-1.86, -2.45, 3.63], [-2.04, -3.75, 4.00], [-1.18, -4.80, 3.58], [-0.14, -4.52, 2.76], [0.07, -3.18, 2.35], [1.06, -2.79, 1.50], [1.90, -3.59, 1.02], [2.77, -2.94, 0.13], [3.75, -3.68, -0.51], [4.61, -3.05, -1.39], [4.48, -1.69, -1.61], [3.48, -1.01, -0.94], [2.64, -1.62, -0.09], [-3.38, 3.42, 3.40], [-3.37, 2.46, 1.11], [-2.07, 0.38, 0.64], [-0.72, 0.30, 4.69], [-2.06, 2.32, 5.19], [-2.55, -1.68, 3.96], [-2.89, -3.99, 4.64], [-1.36, -5.82, 3.89], [0.53, -5.29, 2.40], [3.79, -4.74, -0.31], [5.38, -3.61, -1.91], [5.12, -1.16, -2.29], [3.33, 0.04, -1.07], [0.87, 1.07, 0.53], [1.38, 1.98, -0.66], [-0.05, 2.56, -1.57], [-1.06, 1.63, -1.78], [-2.20, 2.03, -2.47], [-2.31, 3.32, -2.96], [-1.27, 4.23, -2.77], [-0.13, 3.85, -2.07], [1.93, 3.50, 0.07], [1.13, 4.16, 0.98], [1.60, 5.33, 1.57], [2.86, 5.82, 1.23], [3.65, 5.14, 0.32], [3.19, 3.97, -0.27], [0.10, 1.50, 1.04], [-0.96, 0.60, -1.43], [-2.99, 1.31, -2.64], [-3.19, 3.63, -3.50], [-1.35, 5.24, -3.16], [0.68, 4.56, -1.93], [0.14, 3.78, 1.24], [0.98, 5.85, 2.29], [3.22, 6.73, 1.69], [4.64, 5.52, 0.07], [3.80, 3.43, -0.98], [-2.56, -4.56, -6.04], [-2.18, -3.92, -4.93], [-3.00, -3.90, -3.82], [-4.18, -4.53, -3.86], [-2.60, -3.23, -2.68], [-3.44, -3.24, -1.64], [-1.38, -2.54, -2.58], [-0.91, -1.65, -1.15], [-0.59, -2.60, -3.73], [0.60, -1.98, -3.75], [-0.97, -3.26, -4.88], [-0.17, -3.28, -5.95]]}

***

[2]
{"formula": "C35H25BrF16N6O6S2Ti", "method": "ωB97M-V with the def2-TZVPD basis set", "homo_ev": [-1.55, -1.55], "e_above_lowest_kcal_mol": 75.9, "spin_multiplicity": 1, "lumo_energy_ev": [3.60, 3.60], "charge": -2, "homo_lumo_gap_ev": [5.149, 5.154], "elements": ["Ti", "C", "N", "C", "C", "N", "C", "C", "F", "C", "F", "C", "F", "C", "F", "C", "F", "C", "C", "N", "C", "C", "F", "C", "F", "C", "F", "C", "F", "C", "F", "H", "H", "H", "H", "H", "H", "H", "H", "H", "H", "H", "O", "C", "C", "C", "C", "C", "C", "C", "O", "N", "N", "C", "C", "Br", "C", "C", "C", "C", "C", "C", "C", "H", "H", "H", "H", "H", "H", "H", "H", "H", "H", "H", "H", "H", "H", "F", "C", "F", "F", "S", "O", "O", "N", "S", "O", "O", "C", "F", "F", "F"], "positions_angstrom": [[-1.31, -0.01, 0.60], [-4.58, 0.96, -0.77], [-3.76, -0.20, -0.42], [-3.82, -1.16, -1.53], [-3.32, -0.66, -2.88], [-1.89, -0.50, -2.93], [-1.32, 0.39, -3.73], [0.06, 0.18, -4.09], [0.67, -0.96, -3.67], [0.81, 1.03, -4.86], [2.10, 0.73, -5.13], [0.27, 2.20, -5.38], [1.01, 3.06, -6.12], [-1.06, 2.46, -5.08], [-1.62, 3.60, -5.54], [-1.81, 1.60, -4.31], [-3.08, 2.02, -4.04], [-4.33, -0.81, 0.79], [-3.93, -0.10, 2.07], [-2.51, -0.33, 2.29], [-2.07, -0.62, 3.54], [-0.88, -1.36, 3.71], [-0.20, -1.74, 2.62], [-0.38, -1.72, 4.94], [0.75, -2.45, 5.02], [-1.03, -1.36, 6.10], [-0.56, -1.72, 7.31], [-2.18, -0.61, 5.99], [-2.82, -0.21, 7.10], [-2.68, -0.24, 4.75], [-3.76, 0.58, 4.75], [-5.57, 0.63, -1.12], [-4.11, 1.56, -1.55], [-4.71, 1.61, 0.09], [-4.87, -1.47, -1.66], [-3.25, -2.05, -1.23], [-3.91, 0.21, -3.17], [-3.62, -1.45, -3.60], [-3.99, -1.84, 0.85], [-5.43, -0.83, 0.70], [-4.54, -0.51, 2.88], [-4.17, 0.97, 2.01], [-1.66, -3.98, 1.43], [-0.68, -4.49, 0.65], [-0.29, -5.81, 0.90], [0.70, -6.41, 0.14], [1.30, -5.71, -0.90], [0.90, -4.41, -1.15], [-0.08, -3.77, -0.39], [-0.46, -2.36, -0.75], [-1.45, -1.82, 0.06], [0.72, -1.48, -0.59], [0.33, -0.15, -0.69], [1.14, 0.67, -1.27], [0.85, 2.05, -1.38], [-1.87, 2.41, 0.16], [1.35, 3.26, -1.52], [2.78, 3.65, -1.45], [3.12, 4.90, -0.93], [4.44, 5.29, -0.83], [5.45, 4.44, -1.27], [5.12, 3.21, -1.81], [3.80, 2.82, -1.91], [-1.78, -3.05, 1.14], [-0.77, -6.33, 1.72], [0.99, -7.43, 0.36], [2.07, -6.18, -1.51], [1.34, -3.87, -1.98], [-0.79, -2.30, -1.79], [1.48, -1.69, -1.22], [2.03, 0.27, -1.76], [0.64, 4.07, -1.66], [2.33, 5.55, -0.58], [4.69, 6.25, -0.40], [6.49, 4.74, -1.18], [5.90, 2.54, -2.16], [3.55, 1.87, -2.36], [2.57, 3.23, 3.58], [1.52, 2.90, 2.82], [0.41, 3.38, 3.38], [1.68, 3.45, 1.62], [1.42, 1.06, 2.69], [0.15, 0.87, 2.01], [1.51, 0.61, 4.04], [2.56, 0.64, 1.73], [4.10, 0.59, 2.07], [4.43, 0.08, 3.37], [4.81, 1.73, 1.57], [4.54, -0.78, 0.91], [4.33, -0.45, -0.36], [3.85, -1.89, 1.17], [5.84, -1.06, 1.05]]}

***

Among the records above, which one has the highest charge? C35H24F5N5PtS2

***

Number 1 is which compound? C35H24F5N5PtS2

***

Which of these has the highest charge? C35H24F5N5PtS2